*1*
This record from the Open Molecules 2025 dataset describes a molecular structure, C22H25N3O3S. The level of theory is wB97M-V/def2-TZVPD.

The HOMO-LUMO gap comes out at 0.3121 hartree. The HOMO energy is -8.16 eV. The value obtained for the lowest unoccupied orbital energy is 0.335 eV.

Cartesian coordinates (Å):
O (4.177, 0.988, -3.080)
C (3.212, 0.939, -2.343)
N (2.404, 2.042, -2.232)
N (1.399, 2.167, -1.361)
C (0.756, 3.264, -1.289)
C (-0.336, 3.432, -0.360)
C (-0.720, 2.402, 0.506)
C (-1.760, 2.583, 1.384)
C (-2.458, 3.796, 1.434)
C (-2.083, 4.825, 0.576)
C (-1.034, 4.636, -0.306)
H (-0.756, 5.446, -0.965)
H (-2.582, 5.780, 0.570)
O (-3.465, 3.819, 2.359)
C (-4.272, 4.938, 2.592)
C (-5.074, 5.498, 1.403)
H (-6.153, 5.433, 1.516)
H (-4.780, 5.101, 0.434)
S (-4.452, 7.198, 1.683)
C (-3.572, 6.252, 2.981)
H (-3.808, 6.610, 3.981)
H (-2.495, 6.249, 2.836)
H (-4.940, 4.595, 3.390)
H (-2.066, 1.798, 2.057)
H (-0.179, 1.470, 0.473)
H (1.007, 4.121, -1.928)
H (2.678, 2.844, -2.809)
C (2.859, -0.254, -1.537)
C (1.546, -0.655, -1.303)
C (1.296, -1.802, -0.576)
C (2.340, -2.571, -0.072)
C (3.648, -2.176, -0.321)
C (3.906, -1.033, -1.053)
H (4.920, -0.728, -1.261)
H (4.469, -2.770, 0.055)
C (2.032, -3.816, 0.713)
N (1.109, -4.667, -0.020)
C (0.597, -5.758, 0.790)
C (-0.430, -6.540, -0.029)
H (-0.797, -7.402, 0.531)
O (0.134, -7.049, -1.214)
C (0.660, -6.003, -1.996)
C (1.712, -5.206, -1.227)
H (2.071, -4.379, -1.843)
H (2.565, -5.867, -0.988)
H (1.098, -6.471, -2.879)
H (-0.149, -5.324, -2.304)
H (-1.272, -5.875, -0.274)
H (0.117, -5.347, 1.680)
H (1.405, -6.444, 1.106)
H (1.543, -3.534, 1.652)
H (2.969, -4.346, 0.964)
H (0.282, -2.127, -0.401)
H (0.725, -0.078, -1.698)



*2*
This record from the Open Molecules 2025 dataset describes a molecular structure, C22H25N3O3S. The level of theory is wB97M-V/def2-TZVPD.

The HOMO-LUMO gap comes out at 0.3186 hartree. The HOMO energy is -8.48 eV. The value obtained for the lowest unoccupied orbital energy is 0.188 eV.

Cartesian coordinates (Å):
C (-2.505, 3.330, -1.851)
H (-3.566, 3.552, -2.217)
O (-1.734, 2.914, -2.974)
C (-0.517, 2.583, -2.852)
C (-0.082, 2.430, -1.714)
C (1.416, 2.043, -1.570)
C (2.182, 1.849, -2.661)
C (1.520, 1.759, -4.041)
C (0.264, 2.275, -4.136)
H (-0.257, 2.482, -4.965)
H (2.290, 1.518, -4.886)
C (3.594, 0.954, -2.759)
H (3.943, 1.379, -3.503)
H (4.095, 1.281, -1.647)
C (3.360, -0.572, -2.719)
N (2.706, -0.879, -1.497)
C (3.080, -1.446, -0.371)
O (4.391, -1.699, -0.290)
C (2.207, -2.061, 0.716)
H (2.015, -0.923, 1.235)
C (0.917, -2.676, 0.115)
C (-0.001, -1.613, -0.068)
O (-0.042, -0.844, -0.863)
N (-1.118, -1.858, 0.773)
C (-1.193, -3.224, 1.492)
N (-2.066, -3.404, 2.565)
C (-3.438, -2.555, 2.749)
H (-3.883, -3.558, 3.143)
H (-3.669, -2.123, 1.832)
C (-3.114, -1.493, 3.849)
C (-2.098, -0.611, 3.229)
C (-0.867, -0.624, 3.445)
C (0.125, 0.290, 3.039)
C (-0.453, 1.396, 2.125)
C (-1.739, 1.470, 1.840)
C (-2.439, 0.370, 2.455)
H (-3.743, 0.464, 2.084)
H (-1.918, 2.329, 1.383)
H (0.393, 2.011, 1.722)
H (1.339, 0.282, 3.221)
H (-0.452, -1.264, 4.380)
H (-2.486, -1.824, 4.742)
H (-4.061, -1.004, 3.926)
S (0.257, -3.683, 1.473)
H (-2.017, -1.364, 0.552)
H (1.059, -3.285, -0.572)
H (2.645, -2.467, 1.495)
H (1.514, -0.689, -1.387)
H (2.982, -0.977, -3.616)
H (4.556, -0.903, -2.600)
H (1.889, 1.713, -0.607)
H (-0.391, 2.563, -0.742)
H (-2.192, 3.911, -1.240)
H (-2.698, 2.474, -1.231)



Which of them is the most stable, and which is the least stable? *1* and *2*, in that order.



*1*
This record from the Open Molecules 2025 dataset describes C9H8N2O2S in the gas phase. The level of theory is wB97M-V/def2-TZVPD.

The HOMO-LUMO gap (spin up / spin down) comes out at 0.2537 / 0.2537 hartree. The HOMO energy (spin up / spin down) is -7.70 / -7.70 eV. As for the SMILES: Cc1sc(C(=O)O)c2nccc(N)c12. The value obtained for the lowest unoccupied orbital energy (spin up / spin down) is -0.794 / -0.794 eV.

Cartesian coordinates (Å):
C (0.342, -2.328, 1.717)
C (0.646, -1.084, 0.996)
S (1.738, 0.006, 1.850)
C (1.453, 1.328, 0.894)
C (2.141, 2.605, 0.872)
O (3.125, 2.708, 1.577)
O (1.609, 3.502, 0.081)
C (0.364, 0.892, -0.256)
N (-0.063, 1.807, -1.085)
C (-1.115, 1.414, -1.803)
C (-1.619, 0.152, -1.753)
C (-1.202, -0.818, -0.793)
N (-1.865, -2.048, -0.797)
C (-0.118, -0.420, 0.013)
H (1.136, -2.367, 2.620)
H (-0.587, -2.108, 2.135)
H (0.521, -3.331, 1.224)
H (1.001, 3.047, -0.707)
H (-1.439, 2.226, -2.360)
H (-2.377, -0.087, -2.501)
H (-2.342, -2.362, -1.708)
H (-1.349, -2.733, -0.216)



*2*
This record from the Open Molecules 2025 dataset describes 2 unconnected molecules or ions with the total composition C9H8N2O2S. The level of theory is wB97M-V/def2-TZVPD.

The HOMO-LUMO gap comes out at 0.2491 hartree. The HOMO energy is -8.31 eV. As for the SMILES: C#CCc1cc(O)cc2nsnc12.O. The value obtained for the lowest unoccupied orbital energy is -1.530 eV.

Cartesian coordinates (Å):
C (3.553, -1.457, 0.233)
C (2.844, -0.243, -0.015)
C (1.704, 0.969, -0.159)
C (0.202, 0.377, 0.279)
C (-0.095, -1.183, -0.190)
C (-1.518, -1.946, 0.205)
O (-1.780, -3.340, -0.199)
C (-2.603, -1.052, 1.056)
C (-2.235, 0.509, 1.490)
N (-3.092, 1.475, 2.300)
S (-2.187, 2.985, 2.454)
N (-0.648, 2.759, 1.585)
C (-0.846, 1.313, 1.125)
H (4.004, -2.475, 0.661)
H (1.666, 1.408, -1.243)
H (2.026, 1.833, 0.597)
H (0.685, -1.828, -0.798)
H (-0.899, -3.785, -0.389)
H (-3.645, -1.515, 1.355)
O (1.164, 1.665, -3.118)
H (1.001, 2.512, -3.561)
H (0.699, 1.019, -3.670)



Which of them is the most stable, and which is the least stable? *1* and *2*, in that order.



*1*
This record from the Open Molecules 2025 dataset describes a gas-phase ion, C5H12N3 (charge +1). The level of theory is wB97M-V/def2-TZVPD.

The HOMO-LUMO gap comes out at 0.3899 hartree. The HOMO energy is -13.51 eV. As for the SMILES: NN1CC[C@]12CC[NH2+]2. The value obtained for the lowest unoccupied orbital energy is -2.899 eV. Its charge is +1.

Cartesian coordinates (Å):
N (-0.294, 1.839, -0.865)
N (0.622, 1.093, -0.078)
C (0.771, 1.326, 1.366)
C (0.603, -0.186, 1.598)
C (0.234, -0.283, 0.124)
C (0.679, -1.370, -0.861)
C (-0.796, -1.658, -1.155)
N (-1.213, -0.516, -0.297)
H (0.212, 2.323, -1.605)
H (-0.769, 2.546, -0.304)
H (-0.026, 1.936, 1.801)
H (1.740, 1.753, 1.620)
H (1.526, -0.705, 1.839)
H (-0.172, -0.478, 2.301)
H (1.233, -2.186, -0.409)
H (1.246, -0.972, -1.698)
H (-1.112, -1.549, -2.190)
H (-1.151, -2.608, -0.762)
H (-1.398, 0.379, -0.829)
H (-1.936, -0.684, 0.405)



*2*
This record from the Open Molecules 2025 dataset describes a gas-phase ion, C5H12N3 (charge +1). The level of theory is wB97M-V/def2-TZVPD.

The HOMO-LUMO gap comes out at 0.3058 hartree. The HOMO energy is -12.31 eV. As for the SMILES: CN/[NH+]=C\C=C(\C)N. The value obtained for the lowest unoccupied orbital energy is -3.985 eV. Its charge is +1.

Cartesian coordinates (Å):
C (2.149, 1.337, -0.044)
N (2.727, 0.011, 0.032)
N (1.932, -1.126, 0.253)
C (0.651, -1.551, 0.251)
C (-0.680, -1.131, 0.099)
C (-1.528, -0.051, 0.272)
C (-2.936, -0.219, -0.259)
N (-1.206, 1.116, 0.770)
H (1.055, 1.343, -0.400)
H (2.248, 1.854, 0.898)
H (2.692, 1.942, -0.839)
H (3.552, 0.117, 0.608)
H (2.597, -1.806, 0.143)
H (0.568, -2.612, 0.045)
H (-1.287, -2.029, -0.184)
H (-2.846, -0.467, -1.245)
H (-3.607, 0.553, 0.089)
H (-3.541, -1.104, 0.177)
H (-1.958, 1.828, 0.959)
H (-0.255, 1.258, 0.936)



Which of them is the most stable, and which is the least stable? *1* and *2*, in that order.



*1*
This record from the Open Molecules 2025 dataset describes 2 unconnected molecules or ions with the total composition C9H10ClN. The level of theory is wB97M-V/def2-TZVPD.

The HOMO-LUMO gap comes out at 0.3495 hartree. The HOMO energy is -9.19 eV. As for the SMILES: [H]/N=C(\C=C)c1ccccc1.Cl. The value obtained for the lowest unoccupied orbital energy is 0.317 eV.

Cartesian coordinates (Å):
H (2.269, -0.076, 2.077)
N (1.969, 0.020, 1.040)
C (0.704, -0.108, 1.107)
C (0.078, -0.793, 2.263)
C (-0.527, -1.998, 2.128)
C (-0.146, 0.128, -0.114)
C (-1.525, 0.157, -0.083)
C (-2.250, 0.342, -1.251)
C (-1.557, 0.463, -2.472)
C (-0.174, 0.553, -2.538)
C (0.501, 0.376, -1.335)
H (0.209, -0.376, 3.239)
H (-0.852, -2.569, 3.006)
H (-0.838, -2.459, 1.211)
H (-2.139, 0.112, 0.783)
H (-3.310, 0.360, -1.098)
H (-2.218, 0.586, -3.351)
H (0.306, 0.601, -3.419)
H (1.530, 0.576, -1.158)
Cl (4.139, 2.630, -0.079)
H (3.831, 1.474, 0.043)



*2*
This record from the Open Molecules 2025 dataset describes C9H10ClN in the gas phase. The level of theory is wB97M-V/def2-TZVPD.

The HOMO-LUMO gap (spin up / spin down) comes out at 0.2753 / 0.2902 hartree. The HOMO energy (spin up / spin down) is -7.78 / -8.27 eV. The value obtained for the lowest unoccupied orbital energy (spin up / spin down) is -0.286 / -0.374 eV.

Cartesian coordinates (Å):
C (1.639, 0.386, 2.614)
C (1.663, 1.362, 1.617)
C (0.925, -0.785, 2.379)
C (0.930, 1.114, 0.424)
C (0.285, -1.003, 1.175)
C (0.344, -0.078, 0.162)
C (-1.376, -1.427, -1.328)
C (-0.422, -0.307, -1.093)
C (-0.283, 0.753, -2.198)
N (-2.422, -0.679, -0.672)
Cl (-3.484, 0.097, -1.733)
H (2.118, 0.766, 3.588)
H (2.093, 2.270, 1.760)
H (0.985, -1.605, 3.133)
H (1.033, 1.918, -0.257)
H (-0.134, -2.100, 0.942)
H (-1.732, -1.438, -2.387)
H (-1.307, -2.392, -0.856)
H (-0.576, 0.554, -3.251)
H (0.761, 1.031, -2.098)
H (-1.040, 1.564, -1.919)



Which of them is the most stable, and which is the least stable? *1* and *2*, in that order.



*1*
This record from the Open Molecules 2025 dataset describes a molecular structure, C4H7NO5. The level of theory is wB97M-V/def2-TZVPD.

The HOMO-LUMO gap comes out at 0.3595 hartree. The HOMO energy is -9.41 eV. The value obtained for the lowest unoccupied orbital energy is 0.368 eV.

Cartesian coordinates (Å):
C (0.710, 0.687, -0.506)
C (-0.503, -0.395, -0.593)
C (-1.824, -0.007, 0.189)
C (1.805, 0.075, 0.507)
H (-0.516, 2.309, -0.685)
H (-0.108, 1.906, 1.002)
H (1.114, 0.441, -1.642)
H (-0.859, -0.585, -1.807)
H (-0.619, -2.134, 0.039)
H (-3.041, -0.785, 1.275)
H (3.438, -1.336, 0.231)
N (0.454, 1.973, -0.187)
O (0.027, -1.641, -0.131)
O (-2.375, -1.093, 0.580)
O (-2.169, 1.073, 0.348)
O (2.670, -0.694, -0.225)
O (1.796, 0.207, 1.606)



*2*
This record from the Open Molecules 2025 dataset describes C4H7NO5 in the gas phase. The level of theory is wB97M-V/def2-TZVPD.

The HOMO-LUMO gap comes out at 0.3608 hartree. The HOMO energy is -9.48 eV. As for the SMILES: N[C@@H](C(=O)O)[C@@H](O)C(=O)O. The value obtained for the lowest unoccupied orbital energy is 0.336 eV.

Cartesian coordinates (Å):
N (-1.097, -0.235, 1.853)
C (-0.015, 0.449, 1.108)
C (1.065, -0.555, 0.928)
O (1.254, -1.188, -0.159)
O (1.974, -0.654, 1.930)
C (-0.446, 1.034, -0.191)
O (0.672, 1.742, -0.779)
C (-0.971, 0.035, -1.243)
O (-1.850, -0.836, -0.889)
O (-0.567, 0.138, -2.473)
H (-1.762, 0.400, 2.420)
H (-1.649, -0.744, 0.857)
H (0.354, 0.985, 1.868)
H (2.522, -1.302, 1.793)
H (-1.184, 1.987, 0.304)
H (0.818, 1.404, -1.862)
H (-1.086, -0.476, -3.004)



Which of them is the most stable, and which is the least stable? *2* and *1*, in that order.